*w*
Molecular formula: C7H15N2OS
Method: DFT, ωB97M-V with the def2-TZVPD basis set

Each line ends with the natural charge from an NBO analysis.
Atoms and positions in Å:
C -2.956 -0.656 0.132  0.9186
C -1.678 -1.744 -1.213  -0.1940
C -0.711 2.276 1.872  -0.5901
C 2.102 -1.026 -1.101  -0.4573
C 0.822 -1.716 -0.709  -0.2417
C 0.706 1.774 1.452  -0.4686
C 2.276 0.366 -0.313  -0.4999
N -3.878 0.003 -0.063  -0.5606
N -0.311 -1.024 -1.385  -0.6234
O -2.053 -1.472 0.280  -0.4641
S 0.781 1.460 -0.415  0.1957
H -1.560 -2.874 -1.126  0.1750
H -0.624 2.267 2.876  0.2230
H -0.775 3.245 1.572  0.2191
H -1.515 1.526 1.533  0.1806
H 2.232 -0.757 -2.208  0.2286
H 2.917 -1.761 -0.875  0.2574
H 0.630 -1.591 0.431  0.2221
H 0.716 -2.798 -1.120  0.2381
H 0.821 0.720 1.852  0.2175
H 1.374 2.616 1.746  0.2464
H 3.120 0.957 -0.709  0.2453
H 2.458 0.289 0.729  0.2245
H -4.490 0.851 -0.033  0.4987
H -0.107 -0.939 -2.318  0.4138
H -0.292 0.008 -0.887  0.3953

Output
HOMO energy	-0.4366	Eh
total charge	+1
orbital gap	9.22	eV
E_LUMO	-2.656	eV

*x*
Molecular formula: C7H15N2OS
Method: DFT, ωB97M-V with the def2-TZVPD basis set

Each line ends with the natural charge from an NBO analysis.
Atoms and positions in Å:
C 2.254 -0.149 0.274  0.5436
C -0.586 1.078 1.278  -0.5546
C -1.436 0.085 0.491  -0.0839
C 1.441 0.756 -0.601  0.0995
C -2.588 0.656 -0.351  -0.6515
C 1.689 0.849 -2.098  -0.6692
C 0.146 -1.915 0.332  -0.4375
N 2.591 0.283 1.563  -0.7949
N -0.420 -0.701 -0.283  -0.5037
O 2.635 -1.244 -0.090  -0.5427
S 0.401 2.025 0.056  0.3923
H -1.228 1.874 1.735  0.2736
H 0.125 0.380 1.934  0.2538
H -2.004 -0.689 1.258  0.2462
H -2.274 1.770 -0.665  0.2287
H -3.391 0.811 0.413  0.2472
H -2.926 -0.073 -1.163  0.2495
H 1.500 1.885 -2.398  0.2591
H 1.024 -0.019 -2.391  0.2691
H 2.669 0.702 -2.238  0.2483
H 0.984 -2.290 -0.239  0.2689
H 0.245 -1.871 1.351  0.2143
H -0.646 -2.641 0.106  0.2208
H 2.070 1.099 1.906  0.3978
H 2.785 -0.477 2.189  0.4218
H -0.668 -0.640 -1.246  0.4034

Output
HOMO energy (alpha / beta)	-0.4966 / -0.4966	Eh
total charge	+1
orbital gap (alpha / beta)	7.87 / 7.87	eV
E_LUMO (alpha / beta)	-5.640 / -5.640	eV

Need the numbers? Relative energies in kcal/mol: *w* 57.9; *x* 0.0.

*w*
Molecular formula: C10H14BBr4NO14
Method: DFT, ωB97M-V with the def2-TZVPD basis set

Each line ends with the natural charge from an NBO analysis.
Atoms and positions in Å:
N 7.026 19.327 -16.640  -0.8667
H 6.725 18.783 -15.844  0.4584
H 7.103 18.689 -17.419  0.4657
H 7.937 19.605 -16.304  0.4879
H 6.322 20.051 -16.642  0.4401
O 9.866 13.847 -20.769  -0.6033
C 9.651 13.911 -19.539  0.6827
O 10.154 13.087 -18.631  -0.6404
B 9.648 13.497 -17.266  1.1642
O 8.575 14.536 -17.491  -0.6539
C 8.640 14.970 -18.787  0.7077
O 8.076 15.919 -19.352  -0.6005
O 9.132 12.310 -16.601  -0.6782
C 9.831 12.148 -15.393  0.6767
O 9.619 11.173 -14.625  -0.5560
C 10.869 13.267 -15.327  0.6739
O 10.771 13.990 -16.439  -0.6432
O 11.547 13.493 -14.315  -0.5289
O 6.660 15.375 -11.147  -0.7450
C 7.465 16.326 -11.669  0.9289
O 8.489 16.593 -11.092  -0.7584
O 7.040 16.929 -12.694  -0.8917
H 5.929 15.430 -11.767  0.4682
O 11.423 19.143 -17.759  -0.7309
C 11.691 19.813 -16.657  0.9205
O 10.839 20.598 -16.194  -0.8404
O 12.741 19.560 -15.991  -0.8227
H 12.202 18.590 -17.850  0.4852
Br 2.778 21.126 -19.293  -0.0072
C 3.118 22.101 -20.949  -0.4528
C 4.312 23.128 -20.728  -0.4449
Br 5.987 22.256 -20.151  0.0000
H 2.197 22.565 -21.301  0.2248
H 3.302 21.320 -21.687  0.2288
H 4.049 23.919 -20.025  0.2246
H 4.656 23.598 -21.649  0.2272
Br 8.904 23.860 -10.366  -0.0389
C 8.102 22.083 -10.386  -0.4408
C 6.597 22.087 -10.700  -0.4035
Br 6.166 22.855 -12.525  -0.0627
H 8.230 21.727 -9.364  0.2327
H 8.664 21.552 -11.154  0.2530
H 6.176 22.688 -9.894  0.2117
H 6.243 21.057 -10.746  0.2482

Output
HOMO energy	-0.0906	Eh
total charge	-2
orbital gap	5.02	eV
E_LUMO	2.550	eV

*x*
Molecular formula: C10H14BBr4NO14
Method: DFT, ωB97M-V with the def2-TZVPD basis set

Each line ends with the natural charge from an NBO analysis.
Atoms and positions in Å:
N -0.233 -0.744 -0.935  -0.8559
H -0.005 -0.754 -1.919  0.4775
H -1.191 -0.475 -0.763  0.4764
H 0.357 -0.002 -0.587  0.4525
H -0.091 -1.633 -0.479  0.4419
O -0.458 5.319 -3.687  -0.5308
C -0.088 5.219 -2.569  0.6829
O 1.144 4.917 -2.175  -0.6594
B 1.226 4.889 -0.712  1.1534
O -0.143 5.029 -0.217  -0.6705
C -0.979 5.252 -1.268  0.6751
O -2.201 5.438 -1.237  -0.5464
O 1.739 3.517 -0.416  -0.6566
C 2.751 3.606 0.486  0.6798
O 3.306 2.622 0.989  -0.5845
C 3.074 5.143 0.618  0.6853
O 2.162 5.795 -0.053  -0.6315
O 3.995 5.662 1.341  -0.5959
O 0.837 0.608 -7.015  -0.7230
C 0.322 0.016 -5.977  0.9225
O -0.879 0.115 -5.779  -0.7817
O 1.093 -0.683 -5.283  -0.8855
H 1.781 0.559 -6.846  0.4713
O -6.470 -0.611 1.012  -0.7353
C -5.410 -0.782 0.237  0.9108
O -5.246 -1.903 -0.222  -0.8450
O -4.576 0.104 0.073  -0.8066
H -6.577 -1.565 1.025  0.4791
Br 3.134 -6.706 0.565  -0.0540
C 2.001 -8.351 0.266  -0.4059
C 1.302 -8.155 -1.047  -0.4624
Br 0.027 -6.664 -0.975  0.0147
H 1.309 -8.429 1.104  0.2289
H 2.675 -9.208 0.264  0.2230
H 0.812 -9.114 -1.212  0.2197
H 1.914 -7.978 -1.931  0.2360
Br -2.485 1.678 5.399  0.0064
C -0.760 1.439 6.322  -0.4497
C 0.293 1.193 5.185  -0.4234
Br 0.552 -0.749 4.900  -0.0453
H -0.738 0.690 7.113  0.2290
H -0.489 2.443 6.647  0.2193
H 1.276 1.565 5.476  0.2201
H -0.061 1.692 4.283  0.2435

Output
HOMO energy	-0.0946	Eh
total charge	-2
orbital gap	5.35	eV
E_LUMO	2.780	eV

Need the numbers? Relative energies in kcal/mol: *w* 4.3; *x* 0.0.

*w*
Molecular formula: C8H14NS
Method: DFT, ωB97M-V with the def2-TZVPD basis set

Each line ends with the natural charge from an NBO analysis.
Atoms and positions in Å:
C -1.933 0.097 -1.336  -0.4051
C -0.303 2.086 0.381  -0.5397
C -2.332 0.414 0.047  -0.1495
C -1.575 -0.903 -0.254  -0.3036
C -1.140 0.916 0.880  -0.2999
C -0.536 -0.448 0.668  0.1393
C 1.407 -1.118 -1.164  -0.4350
C 2.174 -0.130 0.922  -0.4341
N 1.180 -0.107 -0.140  -0.4125
S 0.956 1.514 -0.813  0.4432
H -2.718 -0.252 -1.991  0.2582
H -1.177 0.680 -1.838  0.2342
H -0.904 2.827 -0.145  0.2653
H 0.217 2.575 1.204  0.2412
H -3.345 0.499 0.395  0.2573
H -1.919 -1.922 -0.310  0.2587
H -1.402 1.089 1.926  0.2635
H -0.220 -1.073 1.491  0.2376
H 0.838 -0.875 -2.058  0.2402
H 2.466 -1.171 -1.425  0.2305
H 1.097 -2.097 -0.799  0.2263
H 3.128 0.232 0.530  0.2345
H 1.870 0.516 1.745  0.2240
H 2.309 -1.143 1.298  0.2253

Output
HOMO energy	-0.4817	Eh
total charge	+1
orbital gap	10.10	eV
E_LUMO	-3.014	eV

*x*
Molecular formula: C8H14NS
Method: DFT, ωB97M-V with the def2-TZVPD basis set

Each line ends with the natural charge from an NBO analysis.
Atoms and positions in Å:
C 3.083 -1.450 0.913  -0.2422
C 1.985 -1.387 0.030  -0.3508
C 3.104 -0.444 1.855  -0.3687
C 1.298 -0.207 0.346  -0.2015
C -0.992 -0.886 -1.824  -0.7251
C -0.735 1.638 -1.482  -0.7028
C -1.804 1.062 1.383  -0.4457
C -0.809 0.279 -0.844  0.2975
N -1.851 0.099 0.330  -0.5808
S 1.975 0.858 1.437  0.4388
H 3.725 -2.241 1.158  0.2450
H 1.926 -2.169 -0.760  0.2636
H 3.807 -0.164 2.663  0.2571
H -0.264 -0.768 -2.616  0.2674
H -0.869 -1.938 -1.301  0.2307
H -1.970 -1.095 -2.221  0.2404
H 0.315 1.800 -1.836  0.2738
H -1.441 1.666 -2.230  0.2325
H -0.896 2.357 -0.666  0.2275
H -2.563 1.940 1.256  0.2446
H -2.145 0.593 2.288  0.2435
H -0.842 1.529 1.516  0.2528
H -1.364 -0.802 0.715  0.4621
H -2.673 -0.271 -0.109  0.4403

Output
HOMO energy (alpha / beta)	-0.4462 / -0.4464	Eh
total charge	+1
orbital gap (alpha / beta)	7.96 / 7.96	eV
E_LUMO (alpha / beta)	-4.186 / -4.185	eV

*y*
Molecular formula: C8H14NS
Method: DFT, ωB97M-V with the def2-TZVPD basis set

Each line ends with the natural charge from an NBO analysis.
Atoms and positions in Å:
C 2.564 0.431 1.260  -0.2401
C 1.905 1.190 0.308  -0.2072
C 2.717 -0.887 0.900  -0.3431
C 1.540 0.489 -0.875  -0.2691
C -1.385 1.166 0.550  -0.7101
C -1.980 -1.898 0.419  -0.4019
C 0.665 1.221 -1.656  -0.2991
C -1.476 0.295 -0.631  -0.0031
N -1.326 -1.152 -0.700  -0.5714
S 1.926 -1.204 -0.633  0.3920
H 2.980 0.736 2.155  0.2432
H 1.762 2.264 0.589  0.2428
H 3.175 -1.773 1.247  0.2505
H -0.963 0.702 1.545  0.2388
H -0.824 2.019 0.394  0.2454
H -2.325 1.566 0.975  0.2601
H -1.987 -2.877 0.088  0.2245
H -1.541 -1.690 1.457  0.2422
H -2.862 -1.350 0.392  0.2228
H 0.403 0.851 -2.599  0.1981
H 0.476 2.232 -1.486  0.2186
H -1.592 0.698 -1.590  0.2128
H -0.227 -1.399 -0.596  0.4177
H -1.627 -1.632 -1.514  0.4357

Output
HOMO energy (alpha / beta)	-0.4047 / -0.4389	Eh
total charge	+1
orbital gap (alpha / beta)	7.05 / 7.84	eV
E_LUMO (alpha / beta)	-3.958 / -4.108	eV

Need the numbers? Relative energies in kcal/mol: *w* 0.0; *x* 57.2; *y* 51.8.

*w*
Molecular formula: C5H15NO2
Method: DFT, ωB97M-V with the def2-TZVPD basis set

Each line ends with the natural charge from an NBO analysis.
Atoms and positions in Å:
C 0.067 0.733 -2.355  -0.7691
N 0.632 -0.092 -1.257  -0.6479
C -0.331 -1.073 -0.704  -0.0956
C -1.149 -0.357 0.426  0.0438
C -2.274 0.590 -0.015  -0.8814
O -0.174 0.328 1.250  -0.7957
C 0.344 -2.312 -0.126  -0.6374
H -0.930 0.471 -2.680  0.1699
H 0.786 0.792 -3.176  0.1844
H -0.053 1.743 -1.949  0.1629
H 1.459 -0.565 -1.588  0.3526
H -1.089 -1.268 -1.492  0.1613
H -1.539 -1.049 1.175  0.1629
H -1.855 1.605 -0.146  0.2026
H -3.164 0.361 0.572  0.2141
H -2.449 0.466 -1.094  0.2017
H -0.115 1.240 0.969  0.4400
H 1.344 -1.968 0.118  0.2202
H -0.229 -2.621 0.745  0.2062
H 0.359 -3.156 -0.824  0.1980
H 1.506 1.706 2.652  0.4732
H 2.777 1.658 1.620  0.4657
O 2.472 1.661 2.541  -1.0325

Output
spin multiplicity	2
HOMO energy (alpha / beta)	0.0403 / -0.2004	Eh
total charge	-1
⟨S²⟩	0.7503
orbital gap (alpha / beta)	2.79 / 9.17	eV
E_LUMO (alpha / beta)	3.891 / 3.721	eV

*x*
Molecular formula: C5H15NO2
Method: DFT, ωB97M-V with the def2-TZVPD basis set

Each line ends with the natural charge from an NBO analysis.
Atoms and positions in Å:
C -1.258 -2.613 0.481  -0.6066
C -1.779 -1.351 1.110  -0.3918
C -0.563 -0.405 1.295  -0.4724
C -0.392 0.661 0.278  -0.4151
C -1.255 0.821 -0.734  -0.0461
N -1.064 1.926 -1.611  -0.8499
H -0.964 -3.415 1.080  0.1997
H -0.392 -2.334 -0.073  0.2085
H -2.101 -2.837 -0.302  0.1875
H -2.452 -0.898 0.302  0.1776
H -2.475 -1.466 1.876  0.1992
H -0.603 0.078 2.265  0.2026
H 0.378 -1.001 1.199  0.1916
H 0.464 1.313 0.365  0.1847
H -2.059 0.047 -0.810  0.1763
H -1.879 2.448 -1.732  0.3441
H -0.457 2.677 -1.379  0.3716
H 4.966 -2.613 0.842  0.4388
H 5.045 -3.519 2.079  0.4537
O 5.217 -3.477 1.143  -1.0138
H 1.881 4.947 -2.269  0.3332
H 0.674 5.913 -2.599  0.3948
O 1.068 5.098 -2.807  -1.2680

Output
spin multiplicity	2
HOMO energy (alpha / beta)	0.0406 / -0.1828	Eh
total charge	-1
⟨S²⟩	0.7503
orbital gap (alpha / beta)	1.85 / 8.19	eV
E_LUMO (alpha / beta)	2.959 / 3.218	eV

Need the numbers? Relative energies in kcal/mol: *w* 0.0; *x* 17.6.